A molecular structure, C39H55BaClF6GeN5O8S2SbSi3. Source: the Open Molecules 2025 dataset; level of theory: ωB97M-V with the def2-TZVPD basis set.

```
122
Properties=species:S:1:pos:R:3:forces:R:3
Ba -0.0150 -0.2692 -0.9124 1.2 8.9 2.9
C 3.6824 2.7154 1.6731 0.2 0.1 0.0
Sb 2.6795 1.1471 0.5530 0.8 0.3 0.4
C 3.1470 -0.3742 1.9737 -0.5 0.0 -0.5
C 3.6687 -1.6042 1.5342 0.3 0.0 0.3
C 4.0182 -2.6517 2.4595 0.0 -0.1 0.0
C 4.6638 -3.7775 2.0347 0.0 0.0 0.0
C 4.9860 -3.9393 0.6743 0.0 0.0 0.1
C 4.5891 -2.9153 -0.1615 -0.1 0.0 -0.1
N 3.9660 -1.8054 0.2196 0.2 0.0 0.0
Si 2.3705 -0.1949 3.6288 0.1 0.0 0.0
C 1.3125 -1.6433 4.1955 -0.1 0.0 0.1
C 3.6626 0.0922 4.9910 0.0 0.0 0.0
C 1.1988 1.2753 3.7326 -0.1 0.1 0.0
C 4.1700 1.1519 -1.1681 -0.2 0.0 0.0
C 3.6544 0.0707 -2.0828 0.2 0.0 0.4
C 4.2693 -0.3084 -3.2838 0.0 0.1 0.1
C 3.7525 -1.3405 -4.0431 0.0 0.0 0.0
C 2.6181 -2.0116 -3.6025 0.2 0.1 -0.1
C 2.0490 -1.5419 -2.4398 0.4 -0.2 0.0
N 2.5153 -0.5290 -1.7181 0.5 -0.2 -0.7
Si 5.9692 0.9591 -0.5820 -0.2 0.0 -0.1
C 6.3043 0.1062 1.0442 0.1 0.0 0.0
C 7.0281 0.0371 -1.8433 0.1 0.0 0.0
C 6.7867 2.6592 -0.3698 0.0 0.1 0.0
Si 3.8480 2.7420 -2.1827 0.0 -0.2 0.2
C 2.2411 2.5646 -3.1137 -0.1 0.1 -0.1
C 5.1880 3.0119 -3.4917 0.0 0.1 -0.1
C 3.6951 4.3298 -1.1912 -0.1 0.1 0.1
H 2.9660 3.4314 2.0768 -0.1 0.0 0.0
H 4.3967 3.2730 1.0672 0.0 -0.1 0.0
H 4.2120 2.2244 2.4889 0.0 0.0 0.1
H 3.7830 -2.5442 3.5110 0.1 0.0 -0.1
H 4.9208 -4.5438 2.7594 0.0 0.0 0.0
H 5.4920 -4.8149 0.2915 0.0 0.0 0.0
H 4.7775 -2.9899 -1.2352 0.0 0.0 0.0
H 1.7466 -2.6289 4.0190 0.0 0.1 0.1
H 0.3445 -1.6383 3.6857 0.1 0.1 0.1
H 1.1373 -1.5217 5.2700 -0.1 -0.1 0.0
H 4.3310 -0.7669 5.1017 0.0 0.0 0.0
H 3.1790 0.2685 5.9581 0.0 0.0 0.0
H 4.2830 0.9605 4.7520 0.0 0.0 0.0
H 0.4222 1.2354 2.9648 0.1 -0.1 -0.1
H 1.6838 2.2495 3.6728 0.1 0.1 0.0
H 0.6798 1.2210 4.6969 0.0 0.0 0.0
H 5.1559 0.2146 -3.6068 0.0 0.0 0.0
H 4.2434 -1.6259 -4.9661 0.0 0.0 0.0
H 2.1927 -2.8579 -4.1230 0.0 0.0 0.0
H 1.2022 -2.0350 -1.9886 0.3 -0.5 -0.5
H 6.4227 -0.9728 0.9204 0.0 0.0 0.0
H 5.5237 0.2519 1.7920 0.0 0.1 0.0
H 7.2429 0.5280 1.4224 0.0 -0.1 0.0
H 6.6506 -0.9668 -2.0472 0.0 0.0 0.1
H 8.0212 -0.0642 -1.3923 0.0 0.0 0.0
H 7.1415 0.5638 -2.7944 0.0 0.0 0.0
H 6.7481 2.9613 0.6801 0.0 0.0 0.0
H 6.3792 3.4806 -0.9602 0.0 -0.1 0.0
H 7.8414 2.5565 -0.6477 0.0 0.0 0.1
H 2.2759 1.7639 -3.8574 0.0 0.0 0.0
H 2.0265 3.5002 -3.6415 0.0 0.0 0.0
H 1.3688 2.3818 -2.4786 0.1 0.0 0.1
H 4.9872 2.3968 -4.3724 0.0 0.0 0.0
H 6.2038 2.7990 -3.1538 0.0 0.0 0.0
H 5.1560 4.0580 -3.8139 0.0 0.0 0.0
H 2.9722 4.2411 -0.3761 0.0 0.0 -0.1
H 3.3180 5.0861 -1.8876 0.0 0.0 0.0
H 4.6263 4.6956 -0.7548 0.0 0.0 -0.1
O -3.7473 -0.7837 5.0514 0.0 0.3 0.6
C -3.3352 0.4478 5.2688 0.0 -0.1 0.0
O -3.4613 0.9872 6.3473 0.0 0.1 0.0
C -2.7147 1.1540 4.1110 0.0 0.3 0.0
C -2.3788 2.4945 4.0963 0.0 0.1 0.1
Cl -2.4485 3.6434 5.3616 0.0 -0.2 0.1
N -1.8760 2.8027 2.8771 0.1 -0.2 -0.3
N -1.8288 1.6933 2.1002 -0.1 0.1 0.0
C -2.3345 0.7069 2.8150 0.1 0.2 -0.1
C -2.4056 -0.6702 2.1824 0.1 0.0 0.1
O -3.2008 -1.4860 2.7061 0.1 0.0 0.0
O -1.6618 -0.8690 1.2076 -0.1 0.2 -0.1
C -1.4001 4.0363 2.3249 -0.1 -0.1 0.1
C -1.9249 5.2567 2.7326 0.0 0.0 -0.1
C -1.4394 6.4302 2.1718 0.0 0.0 0.0
C -0.4520 6.3951 1.2001 0.0 0.0 0.0
C 0.0392 5.1687 0.7736 0.0 0.0 0.0
C -0.4293 3.9895 1.3282 -0.1 0.0 0.1
H -3.5120 -1.0858 4.1172 -0.2 -0.3 -0.6
H -2.7199 5.2994 3.4597 0.0 0.0 0.0
H -1.8557 7.3774 2.4928 0.0 0.0 0.0
H -0.0759 7.3131 0.7661 0.0 0.0 0.0
H 0.7867 5.1215 -0.0099 0.0 0.0 0.0
H -0.0689 3.0398 0.9697 0.0 -0.2 0.0
C -3.8135 3.2029 -0.6320 -0.1 0.0 0.1
Ge -3.0225 2.4538 -2.2723 0.0 -0.2 0.1
C -3.9249 0.7189 -2.5908 -0.1 0.0 0.0
C -3.7302 3.6250 -3.7173 0.0 0.1 -0.1
C -1.1299 2.2613 -2.1705 -0.1 -0.2 0.0
H -4.8990 3.2887 -0.7344 0.0 0.0 0.0
H -3.4011 4.1956 -0.4325 0.0 0.0 0.0
H -3.6033 2.5763 0.2377 0.1 0.0 -0.1
H -4.8984 0.8633 -3.0686 0.0 0.0 0.0
H -4.0879 0.1778 -1.6545 0.0 0.0 0.0
H -3.3186 0.0782 -3.2351 0.0 0.0 0.0
H -4.8163 3.7514 -3.6661 0.0 0.0 0.0
H -3.4797 3.2077 -4.6967 0.0 0.0 0.0
H -3.2609 4.6102 -3.6467 0.0 0.0 0.0
H -0.7300 3.2418 -1.8742 0.2 0.0 0.0
H -0.7831 2.0581 -3.1991 0.1 0.1 0.0
F -3.1806 -4.3153 -1.2678 -0.1 -0.2 0.0
C -2.9759 -3.0180 -1.4122 0.6 0.1 0.0
F -3.5865 -2.6288 -2.5300 -0.1 0.0 -0.2
F -3.4594 -2.3523 -0.3978 -0.1 0.1 0.2
S -1.1246 -2.6795 -1.7013 -0.9 -2.8 -0.6
O -1.1688 -1.4323 -2.4694 -1.2 -1.9 -1.2
O -0.7036 -3.8478 -2.4302 -0.2 0.2 0.0
N -0.2419 -2.4309 -0.3673 -1.6 -5.8 0.6
S -0.2966 -3.7392 0.7680 0.2 1.7 -1.3
O -1.6255 -4.2380 0.8790 0.1 -0.2 0.2
O 0.4987 -3.3277 1.8706 -0.2 -0.1 -0.1
C 0.7096 -5.0960 -0.0415 0.1 0.2 0.0
F 1.5522 -4.5917 -0.9318 0.1 0.0 -0.1
F -0.0757 -5.9895 -0.6269 -0.1 -0.1 -0.1
F 1.4130 -5.7150 0.9015 0.0 -0.1 0.2
```
Positions in Å, forces in eV/Å.

Computed properties:
**Gap between HOMO and LUMO**: 5.3 eV
**Charge**: -2
**Energy relative to the best compared isomer or geometry (same formula, charge and spin)**: 88.29 kcal per mole
**LUMO**: 3.6182 eV

=====

A molecular structure, C35H39Br2CsN7OS. Source: the Open Molecules 2025 dataset; level of theory: ωB97M-V with the def2-TZVPD basis set.

```
86
Properties=species:S:1:pos:R:3:forces:R:3
Cs 0.7034 1.0371 -0.1848 -1.7 0.9 0.0
C 3.7693 1.1360 3.4385 0.0 0.0 -0.1
C 2.9742 2.2661 2.8426 0.0 0.0 0.0
C 3.4693 2.9661 1.7484 0.0 0.0 0.0
C 2.7458 4.0004 1.1683 0.0 0.0 0.0
C 3.2833 4.7403 -0.0282 0.0 0.0 0.1
C 1.5109 4.3407 1.7081 0.0 0.0 0.0
C 0.9894 3.6578 2.8010 0.0 0.0 0.0
C -0.3606 4.0351 3.3503 0.1 0.0 -0.1
C 1.7335 2.6228 3.3573 0.0 0.0 0.0
H 4.0767 0.4406 2.6552 0.0 0.0 0.0
H 3.1791 0.5848 4.1706 0.0 0.0 0.0
H 4.6677 1.5118 3.9344 0.0 0.0 0.0
H 4.4290 2.6818 1.3279 0.0 0.0 0.0
H 3.9876 4.1187 -0.5806 0.0 0.0 0.0
H 3.8024 5.6514 0.2808 0.0 0.0 0.0
H 2.4690 5.0281 -0.6949 0.0 0.0 0.0
H 0.9242 5.1316 1.2528 0.0 0.0 0.0
H -0.3068 4.9832 3.8910 0.0 0.0 0.0
H -0.7328 3.2717 4.0336 0.0 0.0 0.0
H -1.0766 4.1511 2.5356 0.0 0.0 0.0
H 1.3314 2.0736 4.2033 0.0 0.0 0.0
N -2.7640 4.1894 -2.2188 0.0 0.0 -0.2
C -2.2268 3.0859 -1.5892 -0.2 -0.2 0.3
S -1.4786 3.3638 -0.0827 -0.2 0.5 0.2
N -2.5137 1.9515 -2.1840 -0.6 0.3 -0.9
N -1.9072 0.8157 -1.8377 0.2 -0.1 0.5
C -2.5350 -0.2866 -2.0801 -0.2 0.4 -0.1
C -3.9394 -0.3124 -2.5777 0.0 0.0 -0.1
C -4.9455 0.3381 -1.8670 0.0 0.0 0.0
C -6.2532 0.3284 -2.3271 0.0 0.0 0.0
C -6.5719 -0.3206 -3.5117 0.0 0.0 0.0
C -5.5738 -0.9582 -4.2347 -0.1 0.0 -0.1
C -4.2672 -0.9544 -3.7702 0.0 0.0 0.1
C -1.8393 -1.5590 -1.8352 0.1 -0.4 0.2
C -2.5487 -2.7675 -1.7582 0.1 0.1 0.0
C -1.8621 -3.9435 -1.5147 0.1 0.0 0.0
C -0.4878 -3.9022 -1.3406 -0.1 0.0 0.0
C 0.1282 -2.6615 -1.4111 0.2 -0.1 0.0
N -0.5119 -1.5281 -1.6547 0.0 0.1 -0.1
H -2.4040 5.0749 -1.9156 0.0 0.0 0.1
H -2.9904 4.0814 -3.1952 0.0 -0.1 0.0
H -4.6897 0.8610 -0.9544 0.0 0.0 0.0
H -7.0269 0.8345 -1.7625 0.0 0.0 0.0
H -7.5929 -0.3258 -3.8738 0.0 0.0 0.0
H -5.8159 -1.4562 -5.1662 0.0 0.0 0.0
H -3.4881 -1.4506 -4.3370 0.0 0.0 0.0
H -3.6232 -2.7755 -1.8728 0.0 0.0 0.0
H -2.4025 -4.8805 -1.4481 0.0 0.0 0.0
H 0.0935 -4.7933 -1.1466 0.0 0.0 0.0
H 1.2018 -2.5764 -1.2618 0.0 0.0 0.0
Br 3.6909 -3.1074 0.9093 0.1 0.0 -0.1
C 4.1612 -1.9352 -0.5157 -0.3 0.0 0.2
C 5.1130 -2.3418 -1.4376 0.1 0.2 -0.2
C 5.4607 -1.5085 -2.4719 0.2 -0.3 0.0
Br 6.7911 -2.1101 -3.7102 -0.1 0.0 0.1
C 4.8623 -0.2428 -2.6226 -0.2 0.1 0.1
C 5.1703 0.6699 -3.6555 0.0 0.1 0.0
C 4.5322 1.8784 -3.7137 0.1 -0.1 0.0
C 3.5693 2.1782 -2.7374 -0.1 0.0 0.1
N 3.2578 1.3588 -1.7634 0.1 0.2 0.0
C 3.8772 0.1656 -1.6734 0.3 -0.2 -0.2
C 3.4931 -0.6847 -0.5430 0.4 -0.4 0.2
O 2.6542 -0.3248 0.3184 1.9 -1.1 0.4
H 5.5837 -3.3103 -1.3421 0.0 0.0 0.0
H 5.9135 0.3962 -4.3919 0.0 0.0 0.0
H 4.7583 2.5928 -4.4944 0.0 0.0 0.0
H 3.0376 3.1253 -2.7568 0.0 0.0 0.0
C -2.4641 -4.3265 1.9819 0.0 0.1 0.0
C -1.9319 -3.2313 2.9056 -0.1 0.0 0.1
C -3.0904 -2.6154 3.7036 0.1 0.0 0.0
C -0.8972 -3.8278 3.8575 0.0 0.1 -0.1
N -1.2808 -2.2429 2.0312 0.1 -0.1 -0.1
N -0.5612 -1.1908 2.6408 0.0 0.1 0.0
H -2.8659 -5.1589 2.5634 -0.1 0.0 0.0
H -1.6580 -4.6861 1.3421 0.0 0.0 0.0
H -3.2557 -3.9340 1.3390 0.0 0.0 0.0
H -3.5171 -3.3403 4.4004 0.0 0.0 0.0
H -3.8810 -2.2793 3.0294 0.0 0.0 0.0
H -2.7467 -1.7545 4.2828 0.0 0.0 0.0
H -1.3419 -4.6305 4.4473 0.0 0.0 0.0
H -0.5156 -3.0763 4.5490 0.0 0.0 0.0
H -0.0605 -4.2331 3.2849 0.0 0.0 0.0
H -1.9684 -1.8201 1.4198 0.0 0.0 -0.1
H 0.3741 -1.5103 2.8496 0.1 0.0 0.0
H -0.9973 -0.8449 3.4915 0.0 0.0 0.0
```
Positions in Å, forces in eV/Å.

Computed properties:
**Gap between HOMO and LUMO**: 6.4 eV
**Charge**: -1
**Energy relative to the best compared isomer or geometry (same formula, charge and spin)**: 24.52 kcal per mole
**LUMO**: 2.0718 eV